Run a
A cluster of 27 separate species, H54O27 in total, computed with ωB97M-V/def2-TZVPD.

Last columns: bonded neighbours and bond lengths (Å).
Atoms and positions in Å:
1 O 10.23 -18.37 14.53  H31 0.957, H69 0.957
2 O 8.90 -20.85 13.64  H43 0.957, H79 0.957
3 O 12.16 -16.16 15.53  H61 0.957, H77 0.957
4 O 7.52 -22.99 16.37  H45 0.957, H81 0.957
5 O 10.72 -17.82 19.34  H67 0.957, H75 0.957
6 O 12.59 -19.64 18.22  H47 0.957, H66 0.957
7 O 9.43 -23.17 12.09  H51 0.957, H55 0.957
8 O 8.71 -16.30 15.43  H42 0.957, H62 0.957
9 O 4.84 -18.02 13.47  H60 0.957, H63 0.957
10 O 6.07 -21.78 13.66  H37 0.957, H71 0.957
11 O 7.05 -19.34 18.65  H70 0.957, H76 0.957
12 O 9.53 -19.83 9.72  H32 0.957, H44 0.957
13 O 11.90 -18.35 12.25  H39 0.957, H53 0.957
14 O 4.66 -23.87 16.09  H34 0.957, H78 0.957
15 O 4.93 -21.16 16.06  H28 0.957, H54 0.957
16 O 4.25 -15.68 17.10  H49 0.957, H74 0.957
17 O 9.52 -15.63 17.94  H72 0.957, H73 0.957
18 O 10.24 -22.55 16.36  H59 0.957, H65 0.957
19 O 12.34 -18.82 15.82  H46 0.957, H57 0.957
20 O 8.37 -18.39 11.87  H29 0.957, H40 0.957
21 O 5.98 -19.09 11.06  H36 0.957, H50 0.957
22 O 6.66 -23.96 11.61  H56 0.957, H58 0.957
23 O 5.85 -17.45 20.43  H35 0.957, H41 0.957
24 O 8.04 -22.45 18.94  H33 0.957, H80 0.957
25 O 7.86 -25.33 13.88  H48 0.957, H52 0.957
26 O 6.09 -17.50 16.90  H64 0.957, H68 0.957
27 O 8.07 -19.58 16.05  H30 0.957, H38 0.957
28 H 5.33 -21.29 15.20  O15 0.957
29 H 7.58 -18.67 11.42  O20 0.957
30 H 8.00 -20.19 15.31  O27 0.957
31 H 10.94 -18.43 15.17  O1 0.957
32 H 9.29 -19.68 10.64  O12 0.957
33 H 7.56 -21.95 19.60  O24 0.957
34 H 4.51 -22.93 16.15  O14 0.957
35 H 6.15 -17.40 21.34  O23 0.957
36 H 5.55 -19.14 11.91  O21 0.957
37 H 6.87 -21.27 13.61  O10 0.957
38 H 8.65 -18.89 15.74  O27 0.957
39 H 12.37 -19.09 11.88  O13 0.957
40 H 8.29 -17.44 11.94  O20 0.957
41 H 6.29 -18.22 20.08  O23 0.957
42 H 9.36 -16.75 14.89  O8 0.957
43 H 9.02 -20.03 13.16  O2 0.957
44 H 9.15 -20.69 9.52  O12 0.957
45 H 6.60 -23.22 16.19  O4 0.957
46 H 12.25 -19.00 16.76  O19 0.957
47 H 12.29 -20.54 18.05  O6 0.957
48 H 8.15 -24.82 14.64  O25 0.957
49 H 4.92 -16.35 17.21  O16 0.957
50 H 5.52 -19.72 10.51  O21 0.957
51 H 10.38 -23.17 11.96  O7 0.957
52 H 8.26 -26.19 14.00  O25 0.957
53 H 12.53 -17.63 12.22  O13 0.957
54 H 5.58 -20.66 16.55  O15 0.957
55 H 9.09 -23.66 11.34  O7 0.957
56 H 7.27 -23.83 12.34  O22 0.957
57 H 13.21 -19.15 15.60  O19 0.957
58 H 6.64 -24.91 11.48  O22 0.957
59 H 10.25 -21.67 15.97  O18 0.957
60 H 4.00 -18.07 13.93  O9 0.957
61 H 11.70 -16.06 14.70  O3 0.957
62 H 8.39 -15.59 14.87  O8 0.957
63 H 5.39 -17.48 14.04  O9 0.957
64 H 6.62 -18.03 17.50  O26 0.957
65 H 9.32 -22.81 16.31  O18 0.957
66 H 13.43 -19.75 18.66  O6 0.957
67 H 11.58 -18.18 19.11  O5 0.957
68 H 6.61 -17.45 16.10  O26 0.957
69 H 10.66 -18.48 13.68  O1 0.957
70 H 7.39 -19.71 17.83  O11 0.957
71 H 6.16 -22.43 12.97  O10 0.957
72 H 9.23 -15.95 17.09  O17 0.957
73 H 10.04 -16.35 18.30  O17 0.957
74 H 4.54 -15.15 16.36  O16 0.957
75 H 10.12 -18.56 19.24  O5 0.957
76 H 6.60 -20.07 19.07  O11 0.957
77 H 12.41 -17.08 15.56  O3 0.957
78 H 3.95 -24.26 16.59  O14 0.957
79 H 9.37 -21.50 13.12  O2 0.957
80 H 8.94 -22.50 19.28  O24 0.957
81 H 7.55 -22.89 17.32  O4 0.957

Results
Total charge: 0
Highest occupied orbital energy, hartree: -0.342


Run b
A cluster of 27 separate species, H54O27 in total, computed with ωB97M-V/def2-TZVPD.

Last columns: bonded neighbours and bond lengths (Å).
Atoms and positions in Å:
1 O 2.82 -1.73 -4.87  H56 0.957, H62 0.957
2 O -2.69 -1.71 0.38  H63 0.957, H80 0.957
3 O -0.81 3.56 -3.28  H28 0.957, H70 0.957
4 O -2.48 1.88 2.17  H42 0.957, H78 0.957
5 O 0.45 -0.91 2.32  H41 0.957, H77 0.957
6 O -0.20 -3.17 0.58  H74 0.957, H76 0.957
7 O 3.98 -0.17 1.64  H36 0.957, H64 0.957
8 O 4.79 -0.13 -2.30  H43 0.957, H44 0.957
9 O -0.87 0.83 4.40  H37 0.957, H65 0.957
10 O 0.91 1.83 -5.16  H47 0.957, H50 0.957
11 O -0.56 3.91 -0.44  H55 0.957, H67 0.957
12 O -2.29 -1.85 3.08  H59 0.957, H61 0.957
13 O 3.75 -1.36 4.11  H29 0.957, H51 0.957
14 O 1.12 2.57 1.85  H30 0.957, H48 0.957
15 O 1.49 -2.84 4.19  H46 0.957, H58 0.957
16 O -3.29 2.10 -2.82  H53 0.957, H75 0.957
17 O -2.14 1.07 -0.47  H52 0.957, H54 0.957
18 O 0.64 0.00 -0.30  H39 0.957, H71 0.957
19 O 0.65 -2.08 -3.24  H45 0.957, H68 0.957
20 O -0.87 -0.83 -4.96  H31 0.957, H79 0.957
21 O -0.60 -4.54 -2.12  H34 0.957, H69 0.957
22 O -4.47 -1.24 -1.51  H32 0.957, H35 0.957
23 O 2.77 -3.07 -0.35  H60 0.957, H73 0.957
24 O -3.19 3.76 0.15  H38 0.957, H49 0.957
25 O 1.41 4.28 3.95  H57 0.957, H81 0.957
26 O 3.86 2.19 3.19  H40 0.957, H72 0.957
27 O -3.15 -1.40 -3.80  H33 0.957, H66 0.957
28 H -0.10 2.94 -3.15  O3 0.957
29 H 4.25 -0.85 4.74  O13 0.957
30 H 1.47 2.04 1.14  O14 0.957
31 H -0.22 -1.24 -4.39  O20 0.957
32 H -3.74 -1.45 -0.94  O22 0.957
33 H -3.92 -1.15 -4.31  O27 0.957
34 H -0.69 -4.17 -1.25  O21 0.957
35 H -5.14 -1.90 -1.31  O22 0.957
36 H 4.43 -0.95 1.33  O7 0.957
37 H -1.76 0.54 4.60  O9 0.957
38 H -4.12 3.96 0.07  O24 0.957
39 H 0.53 -0.12 0.64  O18 0.957
40 H 3.54 1.60 2.52  O26 0.957
41 H 0.08 -0.18 2.81  O5 0.957
42 H -2.03 1.41 2.87  O4 0.957
43 H 4.18 -0.03 -3.03  O8 0.957
44 H 4.70 0.68 -1.79  O8 0.957
45 H 0.18 -2.91 -3.29  O19 0.957
46 H 2.12 -2.12 4.25  O15 0.957
47 H 0.37 1.11 -4.83  O10 0.957
48 H 0.31 2.95 1.49  O14 0.957
49 H -3.06 3.61 1.09  O24 0.957
50 H 0.53 2.04 -6.01  O10 0.957
51 H 3.95 -2.27 4.31  O13 0.957
52 H -2.50 0.20 -0.29  O17 0.957
53 H -2.47 2.56 -3.01  O16 0.957
54 H -2.20 1.53 0.36  O17 0.957
55 H -1.50 3.73 -0.52  O11 0.957
56 H 2.32 -1.85 -4.07  O1 0.957
57 H 1.20 3.67 3.25  O25 0.957
58 H 1.94 -3.51 3.68  O15 0.957
59 H -2.87 -1.18 3.44  O12 0.957
60 H 3.50 -2.91 0.25  O23 0.957
61 H -1.71 -2.08 3.80  O12 0.957
62 H 3.04 -0.80 -4.88  O1 0.957
63 H -2.74 -1.54 1.32  O2 0.957
64 H 3.69 -0.39 2.53  O7 0.957
65 H -0.43 0.85 5.26  O9 0.957
66 H -3.43 -1.33 -2.89  O27 0.957
67 H -0.25 3.99 -1.35  O11 0.957
68 H 0.48 -1.75 -2.36  O19 0.957
69 H -1.50 -4.66 -2.43  O21 0.957
70 H -0.55 4.07 -4.04  O3 0.957
71 H -0.13 0.49 -0.58  O18 0.957
72 H 3.58 1.80 4.02  O26 0.957
73 H 2.27 -2.25 -0.34  O23 0.957
74 H 0.20 -2.50 1.13  O6 0.957
75 H -3.18 1.79 -1.91  O16 0.957
76 H 0.29 -3.97 0.76  O6 0.957
77 H 0.88 -1.46 2.98  O5 0.957
78 H -3.41 1.82 2.40  O4 0.957
79 H -1.70 -0.93 -4.49  O20 0.957
80 H -2.04 -2.41 0.29  O2 0.957
81 H 2.32 4.54 3.77  O25 0.957

Results
Total charge: 0
Highest occupied orbital energy, hartree: -0.345


run a is the most stable structure; the next one sits 50.3 kJ/mol above it.


Run a
The ion C4H6ClN2O with charge +1, computed with ωB97M-V/def2-TZVPD.

Last columns: bonded neighbours and bond lengths (Å).
Atoms and positions in Å:
1 Cl -4.02 -1.70 -0.95  C6 1.557
2 O -1.45 -1.66 1.36  N4 1.249
3 N 1.55 -0.34 -0.09  C5 1.395, H11 1.073, H13 1.023
4 N -0.27 -1.52 1.00  O2 1.249, C5 1.399, H14 1.086
5 C 0.23 -0.38 0.35  N3 1.395, N4 1.399, C7 1.513
6 C -2.75 -0.80 -0.87  Cl1 1.557, C8 1.285
7 C -0.91 0.60 0.18  C5 1.513, C8 1.508, H9 1.074, H10 1.034
8 C -1.83 0.10 -0.90  C6 1.285, C7 1.508, H12 1.113
9 H -0.60 1.61 0.01  C7 1.074
10 H -1.51 0.44 1.01  C7 1.034
11 H 2.16 -0.97 0.52  N3 1.073
12 H -1.36 0.61 -1.77  C8 1.113
13 H 1.84 0.60 -0.38  N3 1.023
14 H 0.46 -2.30 1.21  N4 1.086

Results
Total charge: +1
Highest occupied orbital energy (spin up / spin down), hartree: -0.462 / -0.437


Run b
The ion C4H6ClN2O with charge +1, computed with ωB97M-V/def2-TZVPD.

Last columns: bonded neighbours and bond lengths (Å).
Atoms and positions in Å:
1 Cl 3.10 -0.03 -0.73  C6 1.733
2 O 1.37 -1.30 0.99  N3 1.372, C6 1.628
3 N 0.19 -1.46 0.30  O2 1.372, C5 1.309, H12 0.978
4 N -1.57 -0.72 -0.91  C5 1.290, H10 0.985, H11 1.003
5 C -0.48 -0.49 -0.25  N3 1.309, N4 1.290, C8 1.498
6 C 2.22 0.07 0.76  Cl1 1.733, O2 1.628, C7 1.542, H14 1.173
7 C 1.21 1.21 0.57  C6 1.542, C8 1.353, H9 1.037
8 C 0.02 0.90 0.01  C5 1.498, C7 1.353, H13 1.135
9 H 1.71 2.10 0.77  C7 1.037
10 H -1.66 -1.69 -1.08  N4 0.985
11 H -2.00 0.12 -1.25  N4 1.003
12 H 0.17 -2.43 0.16  N3 0.978
13 H -0.66 1.78 -0.24  C8 1.135
14 H 2.93 0.17 1.69  C6 1.173

Results
Total charge: +1
Highest occupied orbital energy, hartree: -0.528
SMILES: [NH2+]=C1C=C[C@H](Cl)ON1


run b is the most stable structure; the next one sits 290.5 kJ/mol above it.


Run a
An isolated molecule of C2H6O, computed with ωB97M-V/def2-TZVPD.

Last columns: bonded neighbours and bond lengths (Å).
Atoms and positions in Å:
1 O 0.02 0.91 0.03  C2 1.393, C3 1.392
2 C 1.08 0.06 -0.30  O1 1.393, H4 1.100, H8 1.143, H9 1.103
3 C -1.05 0.06 0.32  O1 1.392, H5 1.143, H6 1.100, H7 1.103
4 H 1.97 0.70 -0.34  C2 1.100
5 H -0.59 -0.79 0.93  C3 1.143
6 H -1.83 0.70 0.77  C3 1.100
7 H -1.44 -0.41 -0.59  C3 1.103
8 H 1.01 -0.79 0.45  C2 1.143
9 H 0.92 -0.41 -1.29  C2 1.103

Results
Total charge: 0
Highest occupied orbital energy, hartree: -0.364
SMILES: COC


Run b
A cluster of 2 separate species, C2H6O in total, computed with ωB97M-V/def2-TZVPD.

Last columns: bonded neighbours and bond lengths (Å).
Atoms and positions in Å:
1 O 1.26 -0.70 1.23  C2 1.364, H7 0.963
2 C 0.45 -0.46 0.17  O1 1.364, C3 1.333, H5 1.090
3 C -0.87 -0.65 0.23  C2 1.333, H4 1.086, H6 1.087
4 H -1.36 -0.86 1.18  C3 1.086
5 H 0.97 -0.09 -0.71  C2 1.090
6 H -1.48 -0.69 -0.67  C3 1.087
7 H 2.16 -0.49 0.96  O1 0.963
8 H -0.44 2.19 -1.46  H9 0.739
9 H -0.69 1.74 -0.93  H8 0.739

Results
Total charge: 0
Highest occupied orbital energy, hartree: -0.331
SMILES: [H][H].C=CO


run a is the most stable structure; the next one sits 64.5 kJ/mol above it.


Run a
An isolated molecule of C2H6O, computed with ωB97M-V/def2-TZVPD.

Last columns: bonded neighbours and bond lengths (Å).
Atoms and positions in Å:
1 O -0.22 0.52 0.33  C2 1.438, C3 1.696, H7 0.969
2 C 0.58 0.46 -0.86  O1 1.438, H4 1.094, H5 1.092, H9 1.087
3 C -0.18 -1.05 0.99  O1 1.696, H6 1.105, H8 1.111
4 H 0.48 1.40 -1.41  C2 1.094
5 H 0.28 -0.40 -1.46  C2 1.092
6 H -0.18 -0.73 2.04  C3 1.105
7 H -1.12 0.81 0.11  O1 0.969
8 H -1.24 -1.30 0.78  C3 1.111
9 H 1.60 0.30 -0.52  C2 1.087

Results
Total charge: 0
Highest occupied orbital energy, hartree: -0.279


Run b
An isolated molecule of C2H6O, computed with ωB97M-V/def2-TZVPD.

Last columns: bonded neighbours and bond lengths (Å).
Atoms and positions in Å:
1 O -0.80 -0.03 1.35  C2 1.449, H8 1.002
2 C -0.37 0.50 0.07  O1 1.449, C3 1.579, H4 1.041, H6 1.118
3 C 0.76 -0.43 -0.52  C2 1.579, H5 1.092, H7 1.097, H9 1.109
4 H -1.17 0.52 -0.60  C2 1.041
5 H 0.52 -0.70 -1.54  C3 1.092
6 H 0.24 1.39 0.35  C2 1.118
7 H 1.74 0.04 -0.70  C3 1.097
8 H -1.76 0.12 1.57  O1 1.002
9 H 0.85 -1.40 0.02  C3 1.109

Results
Total charge: 0
Highest occupied orbital energy, hartree: -0.370
SMILES: CCO


run b is the most stable structure; the next one sits 339.2 kJ/mol above it.


Run a
A cluster of 2 separate species, C2H6O in total, computed with ωB97M-V/def2-TZVPD.

Last columns: bonded neighbours and bond lengths (Å).
Atoms and positions in Å:
1 O -0.64 -2.16 -2.27  H7 0.984, H8 0.984
2 C 0.76 0.09 1.11  C3 1.346, H4 1.096, H5 1.096
3 C 0.00 0.00 0.00  C2 1.346, H6 1.096, H9 1.096
4 H 1.47 -0.70 1.39  C2 1.096
5 H 0.57 0.89 1.84  C2 1.096
6 H -0.86 0.62 -0.26  C3 1.096
7 H -0.01 -1.76 -1.62  O1 0.984
8 H -1.40 -2.46 -1.72  O1 0.984
9 H 0.21 -0.88 -0.62  C3 1.096

Results
Total charge: 0
Highest occupied orbital energy, hartree: -0.386
SMILES: C=C.O


Run b
A cluster of 2 separate species, C2H6O in total, computed with ωB97M-V/def2-TZVPD.

Last columns: bonded neighbours and bond lengths (Å).
Atoms and positions in Å:
1 O -2.49 -1.36 1.37  H4 0.984, H5 0.984
2 C 0.95 1.34 -0.42  C3 1.339, H6 1.096, H8 1.096
3 C 1.19 0.06 -0.71  C2 1.339, H7 1.096, H9 1.096
4 H -2.40 -1.85 0.52  O1 0.984
5 H -1.58 -1.03 1.57  O1 0.984
6 H 1.60 1.87 0.29  C2 1.096
7 H 2.03 -0.51 -0.30  C3 1.096
8 H 0.12 1.91 -0.86  C2 1.096
9 H 0.57 -0.43 -1.47  C3 1.096

Results
Total charge: 0
Highest occupied orbital energy, hartree: -0.382
SMILES: C=C.O


run b is the most stable structure; the next one sits 37.2 kJ/mol above it.


Run a
A cluster of 5 separate species, C2H13NO5 in total, computed with ωB97M-V/def2-TZVPD.

Last columns: bonded neighbours and bond lengths (Å).
Atoms and positions in Å:
1 O -1.27 1.88 1.28  H13 0.965, H15 0.963
2 O -2.07 -0.55 -0.78  H10 0.978, H20 1.010
3 O -0.76 -0.03 2.79  H16 0.957, H17 0.968
4 O -0.52 -0.91 -3.58  H9 0.973, H11 0.968
5 O 0.74 0.50 -1.05  C7 1.225
6 N 1.99 1.01 0.78  C7 1.376, H14 0.989, H18 1.042
7 C 1.30 0.14 -0.03  O5 1.225, N6 1.376, C8 1.485
8 C 1.44 -1.32 0.23  C7 1.485, H12 1.063, H19 1.153, H21 1.111
9 H 0.09 -1.07 -2.84  O4 0.973
10 H -2.60 -0.43 -1.60  O2 0.978
11 H 0.10 -0.42 -4.13  O4 0.968
12 H 2.02 -1.62 1.07  C8 1.063
13 H -1.71 2.17 0.48  O1 0.965
14 H 1.82 1.98 0.89  N6 0.989
15 H -1.92 1.75 1.98  O1 0.963
16 H -1.48 -0.59 2.49  O3 0.957
17 H -0.52 0.53 2.04  O3 0.968
18 H 2.26 0.64 1.71  N6 1.042
19 H 2.02 -1.83 -0.63  C8 1.153
20 H -1.44 0.10 -1.23  O2 1.010
21 H 0.51 -1.92 0.11  C8 1.111

Results
Total charge: 0
Highest occupied orbital energy, hartree: -0.376
SMILES: CC(N)=O.O.O.O.O


Run b
A cluster of 6 separate species, C2H13NO5 in total, computed with ωB97M-V/def2-TZVPD.

Last columns: bonded neighbours and bond lengths (Å).
Atoms and positions in Å:
1 O -0.88 -2.79 0.35  H15 1.011, H17 0.964
2 O -1.81 -1.15 -2.45  H13 0.962, H14 0.968
3 O 1.18 1.11 -0.26  C7 1.206
4 O -1.85 -0.56 0.85  H10 0.967
5 O -1.52 1.18 -0.92  H9 0.964, H19 1.009
6 N 0.81 -0.68 2.70  H11 1.014, H16 1.006, H20 1.011
7 C 2.00 1.98 -0.44  O3 1.206, C8 1.406, H21 1.098
8 C 3.31 1.87 0.07  C7 1.406, H12 1.085, H18 1.084
9 H -0.58 1.29 -0.74  O5 0.964
10 H -2.65 -0.76 1.36  O4 0.967
11 H 0.76 -1.26 1.87  N6 1.014
12 H 4.12 2.43 -0.37  C8 1.085
13 H -0.85 -1.19 -2.39  O2 0.962
14 H -2.03 -0.34 -1.98  O2 0.968
15 H -1.37 -1.91 0.40  O1 1.011
16 H 1.65 -0.12 2.72  N6 1.006
17 H -1.30 -3.23 -0.40  O1 0.964
18 H 3.52 1.15 0.86  C8 1.084
19 H -1.80 0.56 -0.18  O5 1.009
20 H -0.04 -0.14 2.73  N6 1.011
21 H 1.69 2.93 -0.88  C7 1.098

Results
Total charge: 0
Highest occupied orbital energy, hartree: -0.327


run a is the most stable structure; the next one sits 731.5 kJ/mol above it.